Density functional theory data (the ωB97M-V functional and the def2-TZVPD basis) for a molecular structure, C4H11FMnNO3PS at a distorted geometry.

Its spin multiplicity is 6. Its net charge is +2. The highest occupied orbital energy (spin up / spin down) comes out at -16.684 / -16.685 eV. The relative energy (zero: lowest compared OMol25 entry of this formula, charge and spin) is 0.000 eV. As for the frontier orbital gap (spin up / spin down): 5.70 / 5.54 eV.

Each line ends with the Mulliken spin population.
Geometry (Å):
C -2.365 0.480 0.136  -0.01
P -1.052 -0.675 0.619  -0.16
C -1.341 -2.175 -0.340  0.00
N 0.471 -0.116 0.165  0.00
C 0.515 1.301 -0.366  0.00
C 1.808 1.572 -1.162  0.00
O 2.134 0.427 -1.908  0.00
S 1.563 -0.528 1.431  0.01
O 0.775 -0.644 2.620  0.00
O 2.406 -1.558 0.987  0.00
F 2.338 0.789 1.528  0.00
H -2.291 1.438 0.650  0.00
H -2.386 0.669 -0.940  0.01
H -3.338 0.031 0.374  0.00
H -2.308 -2.623 -0.087  0.00
H -1.314 -1.959 -1.410  0.00
H -0.543 -2.887 -0.119  0.01
H -0.298 1.379 -1.083  0.00
H 0.363 2.037 0.424  0.00
H 2.620 1.921 -0.530  0.00
H 1.562 2.387 -1.847  0.00
H 3.033 0.138 -1.722  0.00
Mn -2.353 -1.408 2.579  5.13

---

Density functional theory data (the ωB97M-V functional and the def2-TZVPD basis) for 13 unconnected molecules or ions with the total composition C15H56N12O13 at a distorted geometry.

The highest occupied orbital energy comes out at -8.325 eV. The relative energy (zero: lowest compared OMol25 entry of this formula, charge and spin) is 7.234 eV. As for the frontier orbital gap: 8.31 eV.

Each line ends with the Löwdin charge.
Geometry (Å):
C 1.943 15.710 6.675  -0.04
C 1.134 14.961 7.704  -0.32
O -0.235 15.222 7.593  -0.12
H 2.881 15.219 6.507  0.05
H 2.190 16.663 7.002  0.06
H 1.387 15.764 5.797  0.04
H 1.533 15.227 8.658  0.10
H 1.165 13.835 7.615  0.09
H -0.837 14.613 8.098  0.03
C -1.237 12.142 4.377  -0.10
C -0.978 13.464 5.034  -0.31
O -0.223 14.220 4.114  -0.08
H -2.218 11.757 4.679  0.08
H -0.502 11.394 4.662  0.05
H -1.339 12.376 3.351  0.07
H -0.306 13.174 5.890  0.10
H -1.930 13.842 5.507  0.13
H -0.261 15.115 4.414  0.08
C -1.222 12.540 8.802  -0.66
O -0.070 11.863 8.806  -0.07
N -2.194 12.134 8.030  0.17
N -1.544 13.623 9.441  0.13
H -1.961 11.187 7.554  0.09
H -2.938 12.759 7.818  0.10
H -0.920 13.825 10.217  0.14
H -2.330 14.333 9.311  0.18
C -0.881 8.752 6.973  -0.55
O -1.605 9.858 6.646  -0.11
N -0.539 8.418 8.209  0.15
N -0.140 7.984 6.196  0.18
H -1.078 8.999 8.896  0.14
H 0.422 8.109 8.391  0.05
H 0.008 8.241 5.210  0.07
H 0.147 7.053 6.442  0.11
C 1.570 13.175 1.162  -0.63
O 2.339 12.354 0.399  -0.13
N 0.960 14.225 0.709  0.17
N 1.578 13.012 2.449  0.18
H 1.122 14.333 -0.301  0.13
H 0.448 14.946 1.223  0.13
H 2.147 12.232 2.812  0.06
H 0.823 13.373 3.071  0.08
C 3.253 9.784 2.139  -0.66
O 3.208 10.882 2.949  -0.10
N 3.137 9.799 0.848  0.17
N 3.344 8.592 2.585  0.12
H 2.749 10.760 0.633  0.07
H 2.836 9.050 0.197  0.14
H 3.668 8.550 3.638  0.12
H 3.225 7.648 2.129  0.16
C 3.026 11.187 9.820  -0.59
O 2.642 12.551 9.730  -0.15
N 4.174 10.762 10.306  0.13
N 2.238 10.233 9.376  0.12
H 4.987 11.452 10.410  0.15
H 4.460 9.750 10.049  0.15
H 1.264 10.521 9.392  0.08
H 2.454 9.187 9.485  0.12
C 4.369 7.687 5.686  -0.63
O 3.402 7.545 6.635  -0.10
N 5.011 6.735 5.190  0.20
N 4.610 8.911 5.221  0.15
H 4.789 5.731 5.370  0.16
H 5.818 6.914 4.683  0.10
H 4.023 9.602 5.687  0.07
H 5.381 9.285 4.627  0.16
C 1.895 6.137 9.220  -0.07
O 1.893 7.574 8.981  -0.21
H 1.271 5.700 8.433  0.08
H 1.398 5.903 10.105  0.07
H 2.805 5.655 9.039  0.07
H 2.237 7.605 8.045  0.05
C 4.696 13.538 4.667  -0.15
O 4.957 14.690 5.456  -0.11
H 4.246 13.590 3.709  0.06
H 4.135 12.741 5.138  0.05
H 5.571 12.903 4.704  0.06
H 4.736 14.510 6.383  0.07
C -0.193 9.156 2.898  -0.10
O 0.841 9.020 3.872  -0.16
H -0.547 8.118 2.657  0.09
H 0.114 9.859 2.083  0.11
H -0.932 9.528 3.597  0.06
H 1.633 8.878 3.413  -0.01
C 1.908 11.265 6.143  -0.10
O 2.918 10.444 6.758  -0.15
H 0.922 10.926 6.502  0.07
H 1.936 11.171 5.037  0.07
H 2.080 12.211 6.541  0.05
H 2.609 10.490 7.649  0.00
C 6.344 10.521 7.205  -0.14
O 7.370 11.265 7.922  -0.13
H 5.673 11.229 6.710  0.07
H 5.706 10.025 7.977  0.08
H 6.787 9.778 6.641  0.04
H 7.812 11.852 7.287  0.08

---

Density functional theory data (the ωB97M-V functional and the def2-TZVPD basis) for a molecular structure, C4H12O4 at a distorted geometry.

Its net charge is -2. The highest occupied orbital energy comes out at 0.310 eV. The relative energy (zero: lowest compared OMol25 entry of this formula, charge and spin) is 1.939 eV. As for the frontier orbital gap: 5.87 eV.

Each line ends with the Löwdin charge.
Geometry (Å):
C -1.735 0.443 -2.853  -0.64
O -2.672 1.306 -3.175  -0.37
C -1.480 0.466 -1.336  -0.28
C -0.121 -0.118 -0.919  -0.18
C 0.341 0.518 0.441  -0.31
O 1.234 -0.300 1.173  -0.32
H -2.099 -0.699 -2.963  0.08
H -0.750 0.459 -3.354  0.06
H -2.438 0.064 -1.070  0.07
H -1.638 1.551 -1.001  0.11
H -0.326 -1.202 -0.999  0.11
H 0.557 0.209 -1.712  0.08
H -0.399 0.861 1.107  0.07
H 1.089 1.393 0.276  0.12
H 1.917 0.314 2.555  0.00
H 2.309 0.194 4.046  0.00
O 2.114 0.870 3.381  -0.15
H 1.999 -2.438 2.522  -0.19
H 0.913 -1.419 1.627  0.04
O 1.184 -2.472 2.254  -0.29

---

Density functional theory data (the ωB97M-V functional and the def2-TZVPD basis) for a molecular structure, C5H8N2S at a distorted geometry.

The highest occupied orbital energy comes out at -8.488 eV. The relative energy (zero: lowest compared OMol25 entry of this formula, charge and spin) is 4.231 eV. As for the frontier orbital gap: 9.38 eV.

Each line ends with the Löwdin charge.
Geometry (Å):
C 0.204 0.433 -0.070  -0.45
C -1.100 1.370 0.016  -0.14
C -1.433 -0.741 1.023  -0.14
C -0.465 -0.890 -0.255  -0.21
C -1.868 -0.545 -0.973  -0.11
H 3.541 0.520 -0.273  -0.10
H -1.290 1.756 -1.158  0.15
H -1.177 2.257 0.742  0.13
H -0.920 -0.383 1.956  0.13
H -2.134 -1.583 1.230  0.12
H 0.061 -1.843 -0.521  0.12
H -2.411 -1.540 -0.887  0.12
H -1.809 0.063 -2.022  0.15
N 1.382 0.835 0.060  -0.39
N -2.146 0.360 0.288  -0.13
S 2.466 -0.336 0.003  0.74

---

Density functional theory data (the ωB97M-V functional and the def2-TZVPD basis) for 2 unconnected molecules or ions with the total composition C2H10N2O at a distorted geometry.

Its spin multiplicity is 2. Its net charge is +1. The highest occupied orbital energy (spin up / spin down) comes out at -15.398 / -14.780 eV. The relative energy (zero: lowest compared OMol25 entry of this formula, charge and spin) is 0.531 eV. As for the frontier orbital gap (spin up / spin down): 12.07 / 6.31 eV.

Each line ends with the Mulliken spin population.
Geometry (Å):
C 0.427 1.039 0.209  0.13
C 0.388 -0.414 0.920  0.11
N 0.844 -1.466 0.103  0.47
N 1.191 1.330 -0.965  0.26
H -0.608 1.387 0.125  0.02
H 0.823 1.750 0.934  -0.01
H 0.864 -0.327 1.889  0.01
H -0.673 -0.588 1.107  -0.01
H 1.810 -1.346 -0.198  0.00
H 0.281 -1.666 -0.724  0.00
H 2.153 1.447 -0.641  0.00
H 1.184 0.750 -1.778  0.01
H -2.724 -0.069 -0.795  0.00
H -3.378 -0.915 0.184  0.00
O -2.583 -0.915 -0.369  0.00

---

Density functional theory data (the ωB97M-V functional and the def2-TZVPD basis) for 3 unconnected molecules or ions with the total composition H6O3.

The structure (SMILES) is O.O.O. The highest occupied orbital energy comes out at -10.580 eV. The relative energy (zero: lowest compared OMol25 entry of this formula, charge and spin) is 0.285 eV. As for the frontier orbital gap: 10.96 eV.

Each line ends with the Löwdin charge.
Geometry (Å):
O -2.370 -1.320 0.878  -0.08
H -2.673 -2.035 0.311  0.02
H -1.853 -0.739 0.294  -0.01
O -0.484 0.233 -0.689  -0.05
H -0.468 0.967 -1.310  0.05
H 0.415 0.167 -0.329  0.01
O 2.165 0.776 0.472  -0.04
H 2.229 1.576 -0.062  0.05
H 3.039 0.374 0.435  0.05

---

no.,E (hartree)
1,-2429.1331
2,-2240.1802
3,-460.4261
4,-702.8745
5,-266.6052
6,-229.3146